# 1
C3H2I2O | ωB97M-V with the def2-TZVPD basis set

XYZ file:
```
8
C3H2I2O (ωB97M-V with the def2-TZVPD basis set)
I 0.546 0.205 -2.083
I 2.050 3.604 0.082
O 0.959 -1.647 2.148
C -1.993 -1.605 -1.193
C -1.024 -0.934 -1.524
C 0.434 -0.651 2.039
H -2.916 -2.024 -1.073
H 1.944 3.053 1.603
```

Summary:
LUMO energy = 0.159 eV
ΔE to the lowest compared entry with this formula, charge and spin = 35.62 kcal per mole
net charge = 0
Kohn-Sham gap = 9.7 eV
2S+1 = 1

=====

# 2
BCr2F8H22O15P2 | ωB97M-V with the def2-TZVPD basis set

XYZ file:
```
50
BCr2F8H22O15P2 (ωB97M-V with the def2-TZVPD basis set)
Cr -1.027 -10.496 -21.514
Cr -5.067 -14.283 -22.538
P -3.295 -12.649 -20.066
P -3.047 -11.904 -23.936
F -1.032 -16.074 -23.586
F 0.189 -14.844 -22.073
F -4.174 -12.003 -18.981
F -2.479 -13.644 -19.215
F -3.949 -10.876 -24.591
F -2.227 -12.425 -25.090
F -1.563 -16.277 -21.331
F -2.027 -14.353 -22.439
O 0.191 -12.064 -22.079
O -3.907 -13.021 -23.482
O -6.328 -14.706 -20.891
O -4.194 -13.292 -21.019
O -4.092 -15.925 -21.911
O 0.142 -13.643 -19.444
O -1.462 -15.920 -17.960
O -2.069 -11.240 -23.039
O -0.023 -10.956 -19.751
O -4.791 -15.418 -18.738
O -1.783 -9.124 -20.147
O -2.243 -11.744 -20.567
O -6.738 -12.695 -18.440
O -6.311 -12.616 -22.794
O -3.768 -12.460 -16.406
B -1.063 -15.435 -22.368
H -3.459 -16.096 -21.180
H 1.037 -12.031 -22.565
H -4.488 -16.297 -19.014
H -7.017 -12.165 -22.291
H -6.444 -12.347 -23.726
H -1.994 -15.773 -18.747
H -0.765 -13.985 -19.308
H 0.393 -10.396 -19.071
H -6.613 -13.248 -17.656
H -5.872 -12.302 -18.615
H -5.889 -14.927 -20.004
H 0.004 -13.055 -21.928
H -4.328 -11.852 -15.902
H -1.979 -15.551 -17.230
H -2.079 -8.208 -20.329
H -5.244 -15.583 -17.892
H 0.211 -11.929 -19.519
H 0.718 -14.282 -18.990
H -7.216 -14.380 -20.654
H -2.148 -9.348 -19.272
H -3.987 -12.310 -17.336
H -4.073 -16.736 -22.464
```

Summary:
LUMO energy (alpha / beta) = -13.345 / -11.842 eV
net charge = +3
Kohn-Sham gap (alpha / beta) = 5.5 / 7.0 eV
2S+1 = 7

=====

# 3
C56H44BDyF2N6S3Se | ωB97M-V with the def2-TZVPD basis set

XYZ file:
```
114
C56H44BDyF2N6S3Se (ωB97M-V with the def2-TZVPD basis set)
Dy 0.374 -0.305 -0.123
Se 0.447 -3.474 -2.081
S -2.512 1.192 1.443
S -2.618 0.880 -1.681
S -3.382 3.961 -0.214
F -0.855 -3.084 0.202
F -1.717 -2.162 1.972
N 0.685 2.044 -0.071
N 0.810 -3.718 -3.758
N -0.056 -1.799 -2.279
N 2.111 -1.778 0.332
N 0.972 0.210 2.137
N 2.073 0.168 -1.793
C 0.335 3.846 -4.232
C 0.266 4.141 -0.917
C 0.695 6.015 4.935
C 6.626 -4.062 -3.505
C 0.564 -2.577 -4.408
C 2.595 -3.030 4.792
C 0.398 2.898 0.953
C 5.347 -4.562 -3.696
C 1.525 4.741 3.076
C 2.945 -0.733 -2.338
C -0.017 -0.086 -5.506
C 1.790 -5.061 5.798
C 1.616 -3.118 3.805
C 0.086 4.206 0.421
C 0.823 1.032 4.269
C 3.450 -0.227 -3.594
C 1.435 3.487 -3.460
C 3.302 -1.970 -1.802
C 2.750 5.152 -4.614
C 1.546 -2.118 2.703
C -3.973 0.330 0.767
C 0.508 2.613 2.323
C 2.825 -2.493 -0.583
C 4.244 -3.896 -3.178
C -3.275 2.622 2.278
C -0.388 3.963 4.288
C 0.729 -4.192 3.822
C 1.179 -0.805 3.029
C 4.417 -2.717 -2.461
C 2.041 1.236 -2.632
C -3.815 -0.083 -0.709
C 0.703 2.795 -1.213
C 2.680 -3.996 5.783
C 2.643 4.153 -3.659
C 0.520 3.784 3.248
C 1.046 -0.299 4.372
C 0.816 -5.157 4.814
C 6.805 -2.880 -2.799
C 2.881 0.983 -3.784
C 1.334 2.430 -2.411
C 0.441 4.847 -5.187
C -4.119 3.548 1.404
C -0.297 5.066 5.125
C 0.469 -1.142 -6.317
C -4.450 3.026 -1.367
C 0.745 -2.372 -5.796
C 5.706 -2.212 -2.283
C 1.648 5.500 -5.383
C 0.757 1.340 2.862
C 1.611 5.847 3.905
C -3.676 2.194 -2.376
C 0.077 -1.504 -3.584
C 3.107 -3.806 -0.062
C -0.225 -0.252 -4.168
C 1.977 -2.569 1.442
C 2.561 -3.860 1.181
B -1.251 -1.848 0.744
H 3.658 -4.574 -0.579
H -3.869 2.256 3.117
H 1.730 6.278 -6.131
H -0.604 0.548 -3.549
H 7.800 -2.483 -2.646
H 2.250 4.601 2.284
H -2.990 2.821 -2.947
H 2.587 -4.688 1.869
H -0.029 -4.259 3.051
H 4.140 -0.748 -4.240
H 5.211 -5.481 -4.253
H -0.222 0.876 -5.959
H 3.303 -2.212 4.761
H -0.246 5.053 0.999
H 3.496 3.883 -3.048
H 3.246 -4.283 -3.342
H 2.393 6.578 3.748
H 0.616 -0.966 -7.375
H 3.448 -3.920 6.542
H 0.753 6.879 5.583
H -0.608 3.332 -4.079
H -2.407 3.157 2.667
H 0.141 4.931 -1.638
H -4.136 -0.558 1.377
H -3.430 -1.099 -0.764
H 1.119 -0.893 5.268
H -5.118 2.399 -0.780
H -0.422 5.118 -5.782
H -4.773 -0.047 -1.230
H -4.260 4.494 1.928
H -5.107 3.131 1.213
H 3.013 1.652 -4.618
H 0.708 1.742 5.070
H -4.373 1.717 -3.067
H -4.824 0.996 0.899
H 0.122 -5.988 4.818
H 5.832 -1.292 -1.724
H 3.696 5.659 -4.753
H 1.098 -3.190 -6.410
H -1.006 5.191 5.935
H 7.484 -4.588 -3.902
H 1.863 -5.815 6.571
H -5.057 3.754 -1.909
H -1.184 3.243 4.440
```

Summary:
LUMO energy (alpha / beta) = -0.976 / -0.982 eV
net charge = 0
Kohn-Sham gap (alpha / beta) = 5.7 / 5.7 eV
2S+1 = 6

=====

> What is the 2S+1 in the second record?

7

=====

> Which of these has the highest 2S+1?

BCr2F8H22O15P2

=====

> Look up the 2S+1 of the second one.

7